Density functional theory data (ωB97M-V with the def2-TZVPD basis set) for 2 unconnected molecules or ions with the total composition C4H11NO in a non-equilibrium geometry.

Its HOMO energy is -10.00 eV. Its largest force on an atom is 1.84 eV/Å. Its calculated total energy is -7864.19527 eV. The value obtained for the energy above the lowest of the compared OMol25 structures with the same formula, charge and spin is 0.3583 eV. The multiplicity is 1. As for the orbital gap: 10.8 eV. The SMILES is CC(N)=O.CC.

```
17
Properties=species:S:1:pos:R:3:forces:R:3
O 0.68364 0.09543 0.12515 0.17 -0.39 0.34
N 0.91719 1.94952 -1.13066 0.51 0.01 -0.25
C 0.90899 2.23448 1.24390 -0.99 -1.47 0.52
C -0.86370 -2.91149 -0.03311 -0.22 -0.01 0.79
C -2.17975 -2.18158 -0.31936 -0.23 -0.65 0.38
C 0.86298 1.28684 0.07635 -0.13 0.54 -0.75
H 1.82819 2.80447 1.26128 -0.25 0.54 0.02
H -0.65711 -2.97351 1.04425 -0.09 0.16 -0.18
H -2.58166 -2.50267 -1.27601 -0.05 0.32 -0.23
H -2.96978 -2.34207 0.41619 0.07 -0.38 0.09
H 0.80396 1.62301 2.13398 0.45 -0.07 0.23
H -0.06533 2.72995 1.21192 0.51 0.89 -0.10
H 1.26737 1.41055 -1.90920 -0.29 -0.07 -0.03
H -0.78759 -3.94453 -0.39440 -0.22 0.34 -0.22
H -0.09531 -2.28463 -0.44900 0.64 -0.16 -0.26
H -2.01169 -1.11623 -0.28439 0.11 0.37 -0.36
H 1.23275 2.90532 -1.12038 0.01 0.01 0.01
```
Positions in Å, forces in eV/Å.

Atom charges from the natural (NBO) analysis, given in e for atoms 1 to 5:
1 O -0.601
2 N -0.833
3 C -0.736
4 C -0.614
5 C -0.608